Computed, not measured: C39H32Cl3F3N4O2SbTi as an isolated structure, with ωB97M-V/def2-TZVPD.

```
! RIJCOSX wB97M-V def2-TZVPD def2/J DEFGRID3
* xyz 3 1
Ti 0.3843 1.2068 0.6848
C 3.3581 0.6351 1.4245
C 3.6736 1.9022 0.6544
C 3.0331 1.9414 -0.7083
C 3.7059 2.5279 -1.7649
C 3.1409 2.5496 -3.0260
C 1.8907 1.9715 -3.2040
C 1.2713 1.4075 -2.1244
N 1.8164 1.3729 -0.8801
N 2.0064 0.6910 2.0638
C 2.0325 1.6713 3.2118
C 0.9885 2.7460 3.1019
C 1.1016 3.9425 3.7763
C 0.0013 4.7859 3.8172
C -1.1822 4.3891 3.2043
C -1.1939 3.2132 2.4945
N -0.1160 2.4083 2.4171
C 1.6392 -0.6616 2.5773
C 0.1767 -0.6756 2.9165
C -0.3564 -1.2483 4.0466
C -1.7368 -1.2930 4.1934
C -2.5388 -0.7816 3.1862
C -1.9430 -0.1890 2.0930
N -0.6039 -0.1190 1.9664
H 4.0996 0.4639 2.2036
H 3.3786 -0.2225 0.7558
H 4.7509 1.9722 0.5281
H 3.3821 2.7932 1.2194
H 4.6800 2.9650 -1.5875
H 3.6679 3.0006 -3.8580
H 1.4020 1.9626 -4.1696
H 0.2826 0.9842 -2.2413
H 3.0250 2.0998 3.3159
H 1.8338 1.1233 4.1320
H 2.0211 4.1969 4.2897
H 0.0602 5.7351 4.3346
H -2.0744 4.9976 3.2540
H -2.0820 2.8934 1.9622
H 2.2618 -0.9447 3.4238
H 1.8090 -1.3886 1.7811
H 0.2990 -1.6698 4.7983
H -2.1797 -1.7285 5.0810
H -3.6184 -0.8305 3.2468
H -2.5311 0.2504 1.2981
Cl -3.5403 3.2384 -0.9644
C -1.8910 3.7778 -1.1862
Cl -1.4085 3.6468 -2.8890
Cl -1.6677 5.3998 -0.5974
C -0.9287 2.8394 -0.4425
O 0.1925 3.1983 -0.0363
O -1.2622 1.5979 -0.2194
F 3.2125 -4.3663 -4.9992
C 2.5089 -3.6815 -4.1091
C 2.1628 -2.3744 -4.4011
C 1.4273 -1.6598 -3.4717
C 1.0260 -2.2627 -2.2790
C 1.4076 -3.5764 -1.9994
C 2.1535 -4.2944 -2.9220
Sb -0.2523 -1.3108 -0.8878
C -1.1098 -3.0291 -0.0081
C -1.9137 -3.8030 -0.8488
C -2.4854 -4.9740 -0.3789
C -2.2407 -5.3572 0.9295
F -2.7948 -6.4713 1.3858
C -1.4285 -4.6247 1.7740
C -0.8607 -3.4540 1.2928
C -1.9235 -0.6781 -2.0258
C -3.1961 -0.9071 -1.5003
C -4.3275 -0.5346 -2.2091
C -4.1670 0.0819 -3.4379
F -5.2452 0.4437 -4.1198
C -2.9203 0.3271 -3.9830
C -1.7957 -0.0580 -3.2676
H 2.4653 -1.9419 -5.3458
H 1.1774 -0.6345 -3.7010
H 1.1151 -4.0610 -1.0758
H 2.4538 -5.3175 -2.7357
H -2.0956 -3.5068 -1.8756
H -3.1090 -5.5929 -1.0123
H -1.2413 -4.9840 2.7788
H -0.1944 -2.9072 1.9394
H -3.3233 -1.4066 -0.5456
H -5.3249 -0.7278 -1.8323
H -2.8436 0.7959 -4.9561
H -0.8284 0.1029 -3.7266
*
```

Results
* F_max: 0.93 eV/Å
* total energy: -4643.92954 Eh
* frontier orbital gap (spin up / spin down): 5.990 / 5.989 eV
* relative energy (zero: lowest compared OMol25 entry of this formula, charge and spin): 0.0 kJ/mol

Löwdin population analysis, charges in e, atoms 1 to 8:
1. Ti 1.12
2. C -0.14
3. C -0.08
4. C -0.22
5. C 0.04
6. C 0.04
7. C -0.02
8. C -0.18

Computed, not measured: C39H32Cl3N2O7Rb as an isolated structure at a distorted geometry, with ωB97M-V/def2-TZVPD.

```
! RIJCOSX wB97M-V def2-TZVPD def2/J DEFGRID3
* xyz -2 1
Rb -0.4143 -2.0833 0.4110
O 3.2301 -0.3798 2.1664
C 2.7013 0.4915 3.0825
C 1.1298 0.6594 2.8843
O 0.5305 1.5823 3.4483
O 0.6488 -0.2589 2.1770
C 3.0525 -0.0285 4.5013
C 3.8629 -1.1815 4.5367
C 4.4018 -1.6245 5.7285
C 4.0667 -1.0206 6.9467
C 3.1242 0.0400 6.8640
C 2.6973 0.6340 5.6516
C 3.4571 1.8102 2.7103
C 4.4694 2.3393 3.4782
C 5.2939 3.3610 2.9879
C 5.1035 3.9199 1.7332
C 3.9596 3.4376 1.0444
C 3.2006 2.3725 1.4871
H 2.4423 -0.8998 1.8853
H 4.2059 -1.5837 3.5411
H 5.1992 -2.4100 5.6929
H 4.4338 -1.3704 7.8867
H 2.6399 0.5201 7.8029
H 1.9426 1.4381 5.6848
H 4.6263 1.9673 4.4593
H 6.0408 3.8141 3.6870
H 5.7906 4.6811 1.3352
H 3.6690 3.9513 0.1060
H 2.3611 2.0638 0.8148
Cl 6.9199 -2.6196 -2.8482
C 5.1694 -2.4611 -2.5164
C 4.6237 -3.3131 -1.5771
C 3.2784 -3.2182 -1.3355
Cl 2.4825 -3.9960 0.0493
C 2.4548 -2.2765 -2.0329
O 1.2281 -2.1639 -1.8190
C 3.1970 -1.4203 -2.9301
Cl 2.3756 -0.0244 -3.6775
C 4.5595 -1.5214 -3.2288
H 5.1860 -4.0758 -1.0208
H 5.0642 -0.8126 -3.8992
C -4.2142 -4.0533 -2.4075
C -3.8897 -3.3555 -1.0625
O -2.9169 -2.6175 -1.1236
C -4.6282 -3.7368 0.1381
C -5.8173 -4.4686 0.1171
C -6.6892 -4.6364 1.1755
C -6.1463 -4.2368 2.4030
C -4.9043 -3.6287 2.6022
C -4.0673 -3.4077 1.4622
O -2.8313 -3.1096 1.6050
H -3.2995 -4.0211 -2.9867
H -5.0486 -3.6247 -2.9260
H -4.4576 -5.0978 -2.1257
H -6.1167 -4.7527 -0.8943
H -7.6555 -5.1566 1.0301
H -6.7085 -4.4377 3.3125
H -4.5618 -3.2920 3.5816
C -1.3016 0.8655 -2.5074
N -1.5915 2.2270 -2.2278
N -2.8685 2.5699 -2.7347
C -3.4392 3.5395 -1.7806
O -4.3993 4.2459 -1.9758
C -2.5535 3.5231 -0.6639
C -1.5065 2.6976 -0.9510
C -0.4535 2.1861 -0.0823
C -2.9745 2.7891 -4.0720
C -4.2136 3.2605 -4.5451
C -4.3817 3.7741 -5.8181
C -3.3391 3.7213 -6.7401
C -2.1606 3.0741 -6.3065
C -1.9342 2.6448 -5.0007
H -1.5546 0.6283 -3.5466
H -1.9039 0.1831 -1.8803
H -0.2650 0.6341 -2.2331
H -2.7343 4.0176 0.2435
H 0.0633 2.8855 0.5495
H 0.2521 1.6433 -0.6416
H -1.0368 1.5424 0.5826
H -5.0902 3.1549 -3.8598
H -5.3264 4.1584 -6.1231
H -3.4110 4.0923 -7.7759
H -1.3220 2.9987 -6.9997
H -1.0072 2.2373 -4.7099
*
```

Results
* F_max: 3.98 eV/Å
* total energy: -3546.31577 Eh
* frontier orbital gap: 6.535 eV
* relative energy (zero: lowest compared OMol25 entry of this formula, charge and spin): 84.0 kJ/mol

Löwdin population analysis, charges in e, atoms 1 to 8:
1. Rb 0.91
2. O -0.02
3. C -0.35
4. C -0.63
5. O 0.01
6. O -0.17
7. C -0.14
8. C -0.02

Computed, not measured: C39H32CoN6O2S as an isolated structure, with ωB97M-V/def2-TZVPD.

```
! RIJCOSX wB97M-V def2-TZVPD def2/J DEFGRID3
* xyz 1 1
Co 0.3263 0.8458 0.4127
C 3.3239 0.0277 0.2286
N 2.2716 1.0194 0.0115
C 2.5601 2.1225 -0.5935
C 1.4811 3.0054 -0.8484
C 1.3308 4.3098 -1.3144
C -0.0402 4.5918 -1.2390
C -0.6637 3.4484 -0.7388
N 0.2535 2.4908 -0.5135
C 4.0513 -0.3413 -1.0415
C 3.3413 -0.6224 -2.2060
C 4.0085 -0.9632 -3.3705
C 5.3958 -1.0301 -3.3869
C 6.1096 -0.7524 -2.2326
C 5.4385 -0.4043 -1.0677
H 2.8418 -0.8487 0.6610
H 4.0419 0.4027 0.9660
H 3.5816 2.3563 -0.8896
H 2.1126 4.9563 -1.6772
H -0.5336 5.5000 -1.5408
H -1.7095 3.2645 -0.5514
H 2.2587 -0.5701 -2.2017
H 3.4463 -1.1747 -4.2706
H 5.9163 -1.2905 -4.2981
H 7.1901 -0.7984 -2.2377
H 6.0014 -0.1837 -0.1686
N -9.1488 -1.1043 -1.5098
C -8.0623 -0.8503 -1.2400
C -6.7031 -0.5340 -0.9054
C -5.8615 0.0241 -1.8672
C -4.5537 0.3284 -1.5440
C -4.0634 0.0825 -0.2573
C -4.9184 -0.4736 0.6982
C -6.2286 -0.7810 0.3804
C -2.7013 0.3731 0.0629
C -1.5259 0.5904 0.2627
H -6.2401 0.2174 -2.8615
H -3.8947 0.7587 -2.2860
H -4.5492 -0.6480 1.7007
H -6.8896 -1.2077 1.1218
C -3.1855 -2.0374 -3.2437
O -2.5749 -2.1759 -1.9663
C -1.2739 -2.5570 -1.9159
C -0.4412 -2.7157 -3.0139
C 0.8631 -3.1536 -2.8216
C 1.3463 -3.4318 -1.5536
C 0.5259 -3.2596 -0.4505
C -0.7730 -2.8140 -0.6305
N -1.7244 -2.7173 0.4081
C -1.6301 -2.6702 1.7107
C -0.5356 -2.3822 2.5750
C -0.6198 -2.9085 3.8885
C 0.3382 -2.6354 4.8241
C 1.3896 -1.7651 4.4842
C 1.4665 -1.1871 3.2445
C 0.5078 -1.4714 2.2410
O 0.5656 -0.9184 1.0745
H -3.0761 -2.9517 -3.8289
H -2.7536 -1.1934 -3.7844
H -4.2371 -1.8464 -3.0505
H -0.8028 -2.5101 -4.0101
H 1.5079 -3.2797 -3.6806
H 2.3604 -3.7801 -1.4199
H 0.8866 -3.4940 0.5394
H -2.6697 -2.7456 0.0364
H -2.5753 -2.8758 2.2041
H -1.4504 -3.5585 4.1353
H 0.2822 -3.0652 5.8133
H 2.1433 -1.5325 5.2257
H 2.2530 -0.4843 3.0007
S -0.1962 1.7520 2.2875
C 0.8127 3.1115 2.5342
N 0.2163 4.1768 3.1402
C 0.8755 5.3054 3.4734
C 2.1993 5.4018 3.1706
C 2.7666 4.2877 2.5332
N 2.1109 3.1832 2.2390
H -0.7788 4.0976 3.3165
H 0.2965 6.0799 3.9546
H 2.7714 6.2844 3.4035
H 3.8172 4.3005 2.2656
*
```

Results
* F_max: 0.57 eV/Å
* total energy: -3765.04094 Eh
* frontier orbital gap (spin up / spin down): 6.543 / 6.544 eV
* relative energy (zero: lowest compared OMol25 entry of this formula, charge and spin): 0.0 kJ/mol

Löwdin population analysis, charges in e, atoms 1 to 8:
1. Co 0.33
2. C -0.15
3. N -0.03
4. C -0.06
5. C -0.32
6. C -0.03
7. C -0.08
8. C -0.13

Question: F_max of number 2 (C39H32Cl3N2O7Rb)?
Answer: 3.98 eV/Å

Question: Which value of total energy does entry 2 give?
Answer: -3546.31577 Eh